Density functional theory data (wB97M-V/def2-TZVPD) for 2 unconnected molecules or ions with the total composition C4H4S2 in a non-equilibrium geometry.

```
! RIJCOSX wB97M-V def2-TZVPD def2/J DEFGRID3
* xyz 0 1
C -0.38 -1.64 -0.69
C 0.35 -0.58 -0.61
C -2.70 1.35 -0.69
C 0.87 0.63 -0.77
S -2.90 1.55 0.83
S 0.98 1.88 0.59
H -1.39 -1.42 -0.62
H -0.12 -2.63 -0.36
H 1.31 1.03 -1.78
H 1.28 1.00 1.51
*
```

Summary:
- HOMO energy (eV) = -8.8
- F_max (hartree/bohr) = 0.0612
- lowest unoccupied orbital energy (eV) = -0.1
- calculated total energy (Eh) = -951.018408
- M (g/mol) = 116.2
- relative energy (zero: lowest compared OMol25 entry of this formula, charge and spin) (kJ/mol) = 404.6

Löwdin population analysis, charges in e, atoms 1 to 6: atom 1 (C): 0.0081, atom 2 (C): -0.2075, atom 3 (C): -0.5674, atom 4 (C): -0.4854, atom 5 (S): 0.6028, atom 6 (S): 0.6410